Record 1
Entry from OMol25: the molecule C4H10N2 (the ωB97M-V functional and the def2-TZVPD basis).

Energy above the lowest of the compared OMol25 structures with the same formula, charge and spin: 256.8 kJ/mol
SMILES: N/C=C/CCN
Gap between HOMO and LUMO: 8.7 eV
Electronic energy: -7287.9579 eV
M: 86.14 g/mol

Last column: Mulliken charge in e.
CARTESIAN COORDINATES (ANGSTROEM)
N (-2.84629, 0.34266, -0.77870)  -0.481
C (-1.49868, 0.61520, -0.71711)  0.049
C (-0.75188, 0.38877, 0.39592)  -0.414
C (0.68150, 0.60634, 0.56163)  -0.516
C (1.42653, -0.77635, 0.73350)  -0.411
N (2.08858, -1.06717, -0.53811)  -0.614
H (-3.29591, -0.19448, -0.00972)  0.194
H (-3.46550, 0.43670, -1.66400)  0.208
H (-0.93825, 1.27085, -1.45694)  0.250
H (-1.26282, -0.04599, 1.31861)  0.191
H (0.93658, 0.98470, 1.62658)  0.168
H (1.24463, 1.43636, -0.10897)  0.357
H (0.65716, -1.66433, 0.78240)  0.199
H (2.05580, -0.79426, 1.62745)  0.394
H (1.90456, -0.61747, -1.33362)  0.225
H (3.06399, -0.92155, -0.43895)  0.200


Record 2
Entry from OMol25: a cluster of 2 separate species, C4H10N2 in total (the ωB97M-V functional and the def2-TZVPD basis).

Energy above the lowest of the compared OMol25 structures with the same formula, charge and spin: 490.7 kJ/mol
Total charge: +2
Gap between HOMO and LUMO: 9.3 eV
Electronic energy: -7265.7349 eV
M: 86.14 g/mol

Last column: Mulliken charge in e.
CARTESIAN COORDINATES (ANGSTROEM)
C (0.67314, -1.77076, 0.40464)  0.072
C (0.47146, -0.65325, 0.00930)  -0.119
C (0.48933, 1.88333, -1.16586)  -0.770
C (-1.42883, 1.25092, 0.25418)  -0.834
N (0.68150, -3.14040, 0.71088)  -0.302
N (0.05861, 1.36088, 0.08678)  -0.023
H (0.13885, 1.36200, -1.99839)  0.390
H (-0.08565, 2.89235, -1.24629)  0.377
H (1.63560, 2.08433, -1.28007)  0.356
H (-1.65435, 1.19573, 1.28139)  0.363
H (-1.77607, 2.12381, -0.08991)  0.465
H (-1.83228, 0.43963, -0.38577)  0.351
H (-0.24419, -3.58394, 0.53701)  0.416
H (0.84240, -3.08631, 1.74948)  0.448
H (1.32693, -3.87385, 0.32317)  0.415
H (0.70355, 1.51552, 0.80945)  0.396


Record 3
Entry from OMol25: the ion C4H10N2O with charge -1 (the ωB97M-V functional and the def2-TZVPD basis).

Energy above the lowest of the compared OMol25 structures with the same formula, charge and spin: 201.4 kJ/mol
Total charge: -1
Spin multiplicity: 2
Gap between HOMO and LUMO (alpha / beta): 2.8 / 9.4 eV
Electronic energy: -9334.7536 eV
<S²>: 0.75
M: 102.14 g/mol

Last column: Mulliken charge in e.
CARTESIAN COORDINATES (ANGSTROEM)
O (-2.72658, -0.02403, 1.69277)  -0.281
C (-2.12971, -0.40790, 0.71693)  -0.502
C (-0.58185, -0.39654, 0.55641)  0.443
C (-0.26945, 0.65508, -0.46429)  -1.077
C (1.19180, 0.68480, -0.97803)  -2.521
N (1.64220, -0.75184, -1.04402)  -1.142
N (0.10361, -0.19191, 1.84106)  -0.660
H (-2.86434, -0.41984, -0.10493)  0.477
H (-0.33067, -1.44017, 0.06552)  0.185
H (-1.08023, 0.61746, -1.31126)  0.747
H (-0.52573, 1.71697, -0.15166)  0.221
H (1.15987, 1.30443, -1.98720)  0.543
H (1.77832, 1.40502, -0.24805)  0.376
H (1.36659, -1.02733, -2.06401)  0.811
H (2.62019, -0.63877, -0.98715)  0.849
H (1.05382, -0.65994, 1.84660)  0.328
H (-0.40784, -0.42551, 2.62131)  0.201


Record 4
Entry from OMol25: a structure of composition C4H10N2O (the ωB97M-V functional and the def2-TZVPD basis).

Energy above the lowest of the compared OMol25 structures with the same formula, charge and spin: 599.6 kJ/mol
Gap between HOMO and LUMO: 8.3 eV
Electronic energy: -9332.7728 eV
M: 102.14 g/mol

Last column: Mulliken charge in e.
CARTESIAN COORDINATES (ANGSTROEM)
C (1.33959, -0.65286, -0.37110)  -1.032
C (-0.09135, -0.75542, 0.04560)  1.006
N (-0.85751, -1.73013, -0.66585)  -0.680
N (0.42060, -1.08183, 1.27702)  -0.652
H (-0.86891, -1.51402, -1.65751)  0.268
H (-1.81983, -1.69968, -0.34363)  0.289
H (0.11804, -2.02213, 1.54708)  0.303
H (0.92191, 0.29170, -1.57578)  -0.092
H (1.82495, -1.56537, -0.70869)  0.356
H (1.97986, 0.08437, 0.09481)  0.333
C (-0.19451, 1.85169, 0.87957)  -1.053
C (-0.81985, 0.79146, -0.00426)  0.378
O (-2.01352, 0.78647, -0.22188)  -0.561
H (0.19833, 0.83797, -1.60591)  0.219
H (0.88679, 1.90536, 0.77177)  0.270
H (-0.41178, 1.65079, 1.92862)  0.276
H (-0.61280, 2.82162, 0.61013)  0.372


Record 5
Entry from OMol25: the molecule C4H10N2O (the ωB97M-V functional and the def2-TZVPD basis).

Energy above the lowest of the compared OMol25 structures with the same formula, charge and spin: 284.2 kJ/mol
SMILES: [H]/N=C(/O)[C@@H](C)NC
Gap between HOMO and LUMO: 9.2 eV
Electronic energy: -9336.0419 eV
M: 102.14 g/mol

Last column: Mulliken charge in e.
CARTESIAN COORDINATES (ANGSTROEM)
H (-0.26851, -0.15802, -1.95662)  0.263
N (0.07715, 0.78620, -1.76747)  -0.875
C (0.05585, 1.03145, -0.47867)  0.482
O (0.44651, 2.28702, -0.12600)  -0.509
C (-0.80664, 0.35237, 0.53069)  0.273
C (-1.80688, -0.67810, 0.08895)  -1.307
N (0.61274, -0.28359, 1.03521)  -0.377
C (1.64002, -0.98371, 0.29193)  -0.762
H (0.74485, 2.70014, -0.95258)  0.364
H (-1.21053, 1.06261, 1.25701)  0.396
H (-1.35468, -1.50654, -0.46279)  0.294
H (-2.55715, -0.21818, -0.56453)  0.343
H (-2.32150, -1.10041, 0.95903)  0.340
H (0.98847, 0.22201, 1.83387)  0.232
H (2.47186, -0.30623, 0.07090)  0.284
H (1.25655, -1.39233, -0.64602)  0.275
H (2.03188, -1.81468, 0.88710)  0.285


Record 6
Entry from OMol25: a structure of composition C4H10N2O (the ωB97M-V functional and the def2-TZVPD basis).

Energy above the lowest of the compared OMol25 structures with the same formula, charge and spin: 596.8 kJ/mol
Gap between HOMO and LUMO: 8.0 eV
Electronic energy: -9332.8023 eV
M: 102.14 g/mol

Last column: Mulliken charge in e.
CARTESIAN COORDINATES (ANGSTROEM)
C (-2.05621, 0.10252, 0.17272)  -1.151
C (-0.08279, -0.83915, 0.07179)  0.597
N (-0.28073, -1.63890, -1.05295)  -0.508
N (0.41988, -1.17286, 1.20016)  -0.777
H (0.53348, -2.18851, -1.29540)  0.254
H (-0.67494, -1.16169, -1.85188)  0.248
H (0.41602, -2.17828, 1.34010)  0.210
H (-2.08687, 0.70821, 1.07384)  0.346
H (-2.55568, -0.85178, 0.30004)  0.373
H (-2.35670, 0.62250, -0.73683)  0.357
C (1.65396, 1.53793, 0.56052)  -1.096
C (1.01077, 0.75890, -0.53938)  0.711
O (1.24176, 0.76776, -1.70549)  -0.492
H (-0.56184, 0.33039, -0.04210)  -0.029
H (2.71452, 1.68721, 0.35375)  0.341
H (1.52245, 1.01500, 1.50655)  0.332
H (1.14292, 2.50076, 0.64453)  0.284


Record 7
Entry from OMol25: a cluster of 2 separate species, C4H10N2O in total (the ωB97M-V functional and the def2-TZVPD basis).

Energy above the lowest of the compared OMol25 structures with the same formula, charge and spin: 237.5 kJ/mol
SMILES: C/N=C\N.CC=O
Gap between HOMO and LUMO: 10.5 eV
Electronic energy: -9336.5262 eV
M: 102.14 g/mol

Last column: Mulliken charge in e.
CARTESIAN COORDINATES (ANGSTROEM)
C (0.64293, -0.12226, 0.63619)  -0.614
N (1.58606, -0.59730, 1.65478)  -0.418
C (2.79810, -0.31664, 1.53989)  0.055
N (3.40587, 0.43741, 0.46446)  -0.611
H (0.05551, 0.70184, 1.03467)  0.227
H (-0.02938, -0.94127, 0.40417)  0.200
H (1.15103, 0.20158, -0.26537)  0.346
H (3.49511, -0.66679, 2.30482)  0.331
H (4.08220, 1.09220, 0.84962)  0.262
H (3.96884, -0.21962, -0.07933)  0.216
C (-2.95505, -0.98868, -1.03309)  -0.823
C (-2.68914, 0.49257, -1.06142)  0.185
O (-2.87952, 1.18180, -2.02414)  -0.474
H (-4.00779, -1.19231, -1.21885)  0.321
H (-2.67127, -1.42702, -0.08089)  0.263
H (-2.38410, -1.47787, -1.82279)  0.249
H (-2.28428, 0.92261, -0.12119)  0.283


Record 8
Entry from OMol25: a cluster of 2 separate species, C4H10N2O in total (the ωB97M-V functional and the def2-TZVPD basis).

Energy above the lowest of the compared OMol25 structures with the same formula, charge and spin: 1229.8 kJ/mol
Gap between HOMO and LUMO: 3.9 eV
Electronic energy: -9326.2417 eV
M: 102.14 g/mol

Last column: Mulliken charge in e.
CARTESIAN COORDINATES (ANGSTROEM)
C (-2.08094, 0.30449, 1.37526)  -0.370
N (-0.78911, 0.87052, 1.30093)  -0.273
C (0.13700, -0.19080, 1.07805)  -0.599
C (-0.09964, -0.95962, -0.19824)  0.306
N (-0.88979, -0.64654, -1.31820)  -0.544
C (0.33376, 0.28001, -1.54998)  -0.656
O (3.04769, 0.17565, -0.73081)  -0.950
H (-1.86443, 0.58132, 0.33661)  0.325
H (-2.89398, 0.93384, 1.79067)  0.274
H (-2.34328, -0.74848, 1.46663)  0.241
H (0.26668, -0.93377, 1.93291)  0.344
H (1.17446, 0.18006, 0.95915)  0.358
H (0.36264, -1.96737, -0.14445)  0.391
H (3.85574, 0.34575, -1.17245)  0.157
H (1.24856, 0.76308, -0.99861)  0.322
H (-0.22158, 1.22158, -1.72343)  0.302
H (0.75620, -0.20972, -2.40404)  0.371


> The lowest electronic energy belongs to which entry?

number 7